1.
The following is a DFT calculation (wB97M-V/def2-TZVPD) of a structure of composition C27H39FN8O7PtSi.

Geometry as XYZ:
```
84
Properties=species:S:1:pos:R:3:forces:R:3
Pt 1.5926 -1.6416 1.6509 -0.01 -0.05 -0.16
C -5.2684 1.4620 1.6414 0.00 0.00 0.00
C -4.8737 0.5098 0.5254 0.01 0.02 0.00
N -3.4141 0.3002 0.4671 0.00 0.00 0.00
C -2.8998 -0.7510 1.1087 -0.01 0.02 -0.01
C -1.5627 -1.0490 1.1957 0.06 0.01 0.04
C -1.2526 -2.2733 2.0317 0.07 -0.07 -0.18
O -2.1681 -2.8648 2.5489 -0.03 -0.03 0.00
O -0.0188 -2.7098 2.0922 -0.10 0.18 0.21
C -0.6500 -0.1858 0.5743 -0.05 -0.03 0.02
O 0.6315 -0.2902 0.5645 0.03 0.00 -0.01
C -1.1877 0.9587 -0.1244 -0.04 0.02 -0.01
C -0.3307 1.8705 -0.7581 0.02 -0.02 0.01
C -0.8352 2.9674 -1.3834 0.00 0.00 -0.02
F 0.0185 3.7906 -2.0209 -0.01 0.00 0.00
C -2.2155 3.2620 -1.3968 0.03 -0.01 0.02
C -3.0581 2.3598 -0.7748 -0.02 -0.01 0.02
C -2.5675 1.2014 -0.1533 -0.01 0.00 -0.01
N -2.7454 4.4277 -1.9792 -0.02 0.01 -0.02
C -1.9057 5.5809 -2.2958 0.00 -0.01 0.02
C -2.8182 6.7731 -2.6123 0.00 0.01 0.00
N -4.1137 6.5909 -1.8758 0.00 -0.01 0.00
C -4.8992 5.4337 -2.4491 0.00 0.01 0.00
C -3.9032 4.3428 -2.8552 0.01 -0.01 -0.02
H -6.3505 1.5870 1.6553 0.00 0.00 0.00
H -4.8068 2.4426 1.5197 0.00 0.00 0.01
H -4.9611 1.0661 2.6089 0.00 0.00 0.00
H -5.2082 0.8518 -0.4529 0.00 -0.01 -0.01
H -5.3197 -0.4703 0.6775 0.00 0.00 0.01
H -3.5959 -1.4110 1.6113 0.01 -0.01 0.00
H 0.7357 1.6945 -0.7668 0.00 0.00 0.00
H -4.1137 2.5812 -0.7293 0.00 0.01 -0.01
H -1.2491 5.4231 -3.1546 -0.01 0.00 -0.01
H -1.2801 5.8102 -1.4345 0.01 -0.01 -0.01
H -3.0751 6.8378 -3.6677 0.00 0.00 0.00
H -2.3679 7.7142 -2.3070 -0.01 0.00 0.01
H -4.6711 7.4452 -1.8980 0.00 0.00 0.00
H -3.9039 6.3884 -0.8968 0.00 0.00 0.00
H -5.4708 5.8090 -3.2957 0.00 0.01 0.00
H -5.5848 5.1028 -1.6718 0.00 0.00 0.00
H -3.6046 4.4651 -3.9023 0.00 0.00 0.00
H -4.3807 3.3705 -2.7786 0.01 0.00 0.01
C 4.2496 0.7295 2.3733 -0.02 -0.01 0.00
C 4.2776 -0.0407 1.0954 0.02 0.01 -0.02
C 5.2621 0.0987 0.1372 -0.01 0.01 0.03
C 5.2074 -0.6689 -1.0267 -0.01 -0.01 -0.02
C 4.1898 -1.5724 -1.2590 0.00 0.00 -0.01
C 3.2113 -1.6858 -0.2711 0.06 -0.08 0.07
N 3.2984 -0.9274 0.8497 -0.01 0.04 -0.01
N 2.1199 -2.4971 -0.1228 -0.01 -0.05 -0.10
Si 1.2350 -3.5453 -1.2569 -0.03 0.07 0.00
C 2.0745 -3.4824 -2.9214 0.01 -0.02 0.02
C -0.5247 -2.9748 -1.4482 0.02 0.02 -0.03
C 1.2604 -5.2663 -0.5492 -0.02 -0.01 0.02
H 5.1586 1.3158 2.4784 0.00 0.00 0.00
H 4.1435 0.0631 3.2283 0.01 0.00 0.00
H 3.3909 1.4023 2.3959 0.00 0.00 0.00
H 6.0708 0.7939 0.3070 0.00 0.00 -0.01
H 5.9891 -0.5593 -1.7676 0.00 0.00 0.00
H 4.1593 -2.1736 -2.1524 0.00 0.01 0.00
H 2.2113 -2.4627 -3.2851 -0.02 0.00 -0.01
H 1.4291 -3.9968 -3.6380 0.00 -0.02 0.01
H 3.0382 -3.9943 -2.9375 0.01 0.02 0.01
H -0.5872 -1.9435 -1.8033 0.00 0.01 0.02
H -1.0933 -3.0750 -0.5251 -0.02 -0.01 0.01
H -1.0044 -3.6114 -2.1963 -0.02 0.01 0.00
H 2.2685 -5.6877 -0.5165 -0.03 -0.03 -0.02
H 0.6551 -5.9344 -1.1661 0.01 0.01 -0.01
H 0.8410 -5.2858 0.4601 0.01 0.01 0.00
O -0.3852 0.2796 3.2210 0.09 0.07 -0.03
N 0.7024 0.3032 3.7783 -0.12 -0.20 0.12
O 1.0117 1.0165 4.6929 0.04 0.04 -0.09
O 1.6391 -0.5488 3.3748 -0.07 0.02 0.11
C 4.6458 -5.4076 1.3439 -0.02 -0.01 0.02
N 3.6661 -4.3557 1.5621 0.03 0.05 -0.02
C 3.3751 -3.8315 2.7430 -0.07 -0.04 0.05
N 3.9841 -4.2743 3.8505 -0.02 -0.01 0.00
O 2.5266 -2.8934 2.9126 0.17 0.02 -0.07
H 4.8944 -5.4326 0.2864 -0.01 -0.01 0.00
H 4.2619 -6.3869 1.6346 0.00 0.00 0.01
H 5.5625 -5.1937 1.8928 0.01 0.01 -0.01
H 3.0895 -4.0328 0.7934 0.07 0.06 0.03
H 4.4683 -5.1544 3.8676 0.01 0.01 0.00
H 3.6802 -3.8800 4.7257 0.00 0.00 0.00
```
Forces are in eV/Å.

Properties
**Multiplicity**: 1
**ΔE to the lowest compared entry with this formula, charge and spin**: 0.1483 eV
**HOMO level**: -12.75 eV
**Total charge**: +2
**Max |F|**: 0.3 eV Å⁻¹
**Electronic energy**: -68713.492 eV

***

2.
The following is a DFT calculation (wB97M-V/def2-TZVPD) of the molecule C4H11NO.

Geometry as XYZ:
```
17
Properties=species:S:1:pos:R:3:forces:R:3
C -2.7035 0.4293 0.1396 2.79 -3.67 0.10
N -1.4002 -0.0094 0.9533 0.62 0.82 -1.94
C -0.3501 -0.7596 0.1225 -1.42 -0.29 0.07
C 1.0413 -0.0392 0.0406 1.12 -1.72 2.91
C 2.1259 -0.9922 -0.6740 -1.52 0.25 -0.03
O 1.1515 1.3056 -0.4593 1.35 0.21 0.80
H -2.3950 0.8718 -0.7762 0.23 0.13 -1.18
H -3.3687 -0.5308 -0.0954 1.31 2.35 0.98
H -3.0676 1.2201 0.6936 -1.68 1.08 1.39
H -0.7629 0.8019 1.1585 -1.97 -0.17 0.04
H -0.7973 -1.1234 -0.8619 0.76 0.66 1.02
H -0.1870 -1.6603 0.7734 0.43 0.49 -1.06
H 1.2860 0.0444 1.2370 -0.14 -0.36 -2.68
H 2.7940 -0.2621 -1.0402 1.69 0.47 0.06
H 1.8116 -1.4226 -1.6332 -0.85 0.09 0.23
H 2.5760 -1.8604 -0.1573 -0.21 0.96 0.36
H 2.0189 1.7127 -0.0691 -2.51 -1.32 -1.07
```
Forces are in eV/Å.

Properties
**Multiplicity**: 1
**Structure (SMILES)**: CNC[C@@H](C)O
**ΔE to the lowest compared entry with this formula, charge and spin**: 3.0563 eV
**HOMO level**: -8.81 eV
**Total charge**: 0
**Max |F|**: 4.6 eV Å⁻¹
**Electronic energy**: -7861.497 eV

***

3.
The following is a DFT calculation (wB97M-V/def2-TZVPD) of a structure of composition C18H14AuN9O4S2.

Geometry as XYZ:
```
48
Properties=species:S:1:pos:R:3:forces:R:3
Au -0.2845 -0.1577 -0.1767 0.05 -0.31 -0.27
O 2.0996 -0.9271 0.2465 -0.02 0.08 -0.20
C 2.4126 -1.2051 1.4468 -0.09 -0.10 0.04
C 3.6619 -0.8101 2.0179 0.01 -0.04 -0.11
C 4.0346 -1.1871 3.2776 -0.04 -0.05 0.12
C 3.1898 -1.9640 4.0955 -0.06 0.00 -0.12
C 1.9595 -2.3255 3.6017 0.17 0.01 0.13
C 1.5522 -1.9605 2.3083 -0.18 0.06 -0.10
C 0.2218 -2.3354 1.8742 0.07 -0.01 0.20
N -0.6193 -1.7224 1.0390 0.24 -0.03 0.26
C -1.8259 -2.3975 1.0217 -0.03 0.05 -0.02
C -1.7250 -3.4540 1.8541 0.08 0.01 0.03
N -0.4447 -3.4045 2.3677 -0.02 -0.06 0.05
H 4.3071 -0.2052 1.3932 0.02 -0.02 0.02
H 4.9970 -0.8708 3.6631 0.00 0.00 0.00
H 3.4860 -2.2421 5.0973 0.00 0.02 -0.01
H 1.2784 -2.8674 4.2509 -0.01 0.01 0.00
H -2.6578 -2.0595 0.4276 0.04 0.01 -0.01
H -2.4288 -4.2192 2.1257 0.00 0.02 0.00
H -0.0359 -4.0563 3.0134 0.00 0.00 0.00
O -2.7954 0.7614 -1.2319 -0.02 0.24 -0.28
C -1.9624 1.4688 -1.7576 0.58 -0.12 0.21
N -0.5842 1.3136 -1.5341 -0.86 0.02 -0.15
S 0.3580 2.3449 -2.4053 0.21 0.18 0.14
O 1.1041 3.2228 -1.5605 -0.03 -0.08 -0.06
O 1.0746 1.6244 -3.4311 -0.05 0.14 0.08
C -1.0228 3.1667 -3.1272 0.04 0.13 -0.08
C -0.9854 4.2381 -3.9973 -0.07 -0.03 0.02
C -2.2082 4.7324 -4.4341 -0.02 0.00 0.00
C -3.4088 4.1666 -4.0078 0.01 0.00 0.00
C -3.4203 3.0884 -3.1323 -0.04 0.03 -0.03
C -2.2037 2.5971 -2.6989 0.07 -0.08 0.07
H -0.0505 4.6763 -4.3192 0.00 -0.02 0.01
H -2.2282 5.5745 -5.1136 -0.01 -0.01 0.01
H -4.3441 4.5789 -4.3630 0.01 -0.01 0.00
H -4.3410 2.6393 -2.7845 0.00 0.01 -0.01
S -2.7574 2.2860 2.2809 -0.01 0.02 -0.03
C -1.4784 1.5753 1.6879 0.11 -0.01 0.13
N -0.4542 1.0727 1.3211 -0.39 0.43 0.31
N 1.4915 -4.5218 -2.3119 -0.13 0.18 -0.03
N 1.0251 -3.2142 -2.3028 0.14 -0.34 -0.09
N 1.3866 -2.3511 -3.2259 -0.04 0.07 -0.04
C 0.7952 -1.2492 -2.8009 -0.26 -0.01 0.03
N 0.0951 -1.4881 -1.6741 0.77 -0.73 -0.46
N 0.2859 -2.7706 -1.3633 -0.34 0.29 0.10
H 1.5735 -4.7979 -3.2847 0.02 0.02 0.01
H 0.8010 -5.0939 -1.8377 0.02 0.03 0.03
H 0.8541 -0.2915 -3.2968 0.05 -0.02 0.09
```
Forces are in eV/Å.

Properties
**Multiplicity**: 1
**ΔE to the lowest compared entry with this formula, charge and spin**: 0.7441 eV
**HOMO level**: -6.93 eV
**Total charge**: 0
**Max |F|**: 1.2 eV Å⁻¹
**Electronic energy**: -65853.289 eV

***

4.
The following is a DFT calculation (wB97M-V/def2-TZVPD) of a structure of composition C11H27AsClF3I2NO7P2S.

Geometry as XYZ:
```
56
Properties=species:S:1:pos:R:3:forces:R:3
N -1.6029 -2.0248 -0.3790 -0.35 0.54 0.49
P -1.4587 -1.6125 1.1404 1.33 -3.54 -0.79
O 0.0824 -2.1983 1.6517 -2.01 0.15 -0.25
O -2.5091 -2.5848 2.0384 1.53 1.09 -0.70
As -1.5357 0.6869 1.6460 0.06 1.03 -0.21
I -0.0069 0.0663 3.7090 1.47 -0.04 1.27
C 0.0450 1.1308 0.4700 2.07 -0.14 -0.32
C 0.1894 0.6052 -0.9974 1.21 0.34 -1.70
C 1.2589 -0.5828 -1.2167 -0.94 0.37 0.79
I 1.5262 -0.8464 -3.3910 0.05 0.21 1.07
C -1.5404 2.5792 2.3918 -0.18 1.59 1.53
C -0.1888 3.1351 3.0327 -0.53 1.05 -0.16
O -0.1724 4.5958 2.7764 0.87 -0.65 -0.83
C 0.3492 4.8943 1.4965 -0.60 1.03 -0.65
C 0.8899 6.4022 1.4995 0.27 -0.76 0.11
F 2.2175 6.3859 1.0175 -2.04 0.49 1.03
F 0.8583 6.8880 2.7921 0.41 -0.11 -2.44
F 0.1927 7.2545 0.6564 1.04 -1.15 1.52
C -2.9593 1.1236 0.2317 -1.47 0.68 0.73
S -2.6133 2.5062 -0.9133 -4.68 1.90 -5.18
O -2.5946 2.0944 -2.3755 1.15 -0.22 3.63
O -3.7035 3.5619 -0.8056 2.77 -2.18 1.37
P -3.4224 0.3367 3.0803 -2.28 0.26 0.99
O -4.6609 -0.5003 2.1897 1.32 -0.04 0.46
Cl -2.9353 -0.8302 4.8107 -1.07 0.02 -1.20
H -1.7555 -1.1744 -0.9055 -0.15 -0.12 -0.43
H 0.7917 -1.6719 1.2476 -0.44 -0.09 0.13
H -3.0762 -3.0591 1.3946 0.50 0.55 0.22
H 0.9576 0.7518 1.0514 -1.24 0.52 -0.67
H 0.2040 2.2628 0.4487 -0.56 -1.46 0.18
H 0.6778 1.4447 -1.6006 -0.66 -0.80 0.80
H -0.7517 0.4359 -1.6083 0.97 -0.09 1.05
H 2.2304 -0.3062 -0.7074 -0.95 -0.29 -0.93
H 0.9056 -1.5848 -0.8486 0.23 1.05 -0.52
H -1.8981 3.3764 1.6675 0.38 -1.04 0.48
H -2.2903 2.6521 3.2541 0.88 -0.27 -1.32
H 0.7719 2.7602 2.5849 -1.03 -0.08 0.71
H -0.2087 3.0825 4.1688 0.21 -0.25 -1.70
H -0.4671 4.8390 0.6974 0.96 0.14 0.82
H 1.2099 4.2538 1.1464 -0.75 0.48 0.68
H -3.8079 1.5720 0.8693 1.33 -0.20 -0.97
H -3.4592 0.2207 -0.2318 1.06 1.14 -0.24
H -1.4272 3.1794 -0.6875 -0.38 -0.93 0.51
H -5.2133 0.1408 1.7114 0.24 -0.09 0.58
C 3.2865 -5.9022 -4.5987 0.09 0.07 -0.29
C 3.5194 -4.9713 -3.4185 -0.47 -0.53 0.19
C 3.9719 -5.7415 -2.1874 0.22 0.10 0.18
O 2.3165 -4.2684 -3.1234 0.19 0.17 -0.08
H 2.5013 -6.6302 -4.3715 0.09 -0.02 0.11
H 2.9518 -5.3374 -5.4721 0.08 0.01 0.07
H 4.1989 -6.4441 -4.8611 -0.06 -0.02 0.00
H 4.2733 -4.2251 -3.6825 -0.19 0.11 0.04
H 3.2101 -6.4639 -1.8781 0.02 -0.03 -0.13
H 4.1248 -5.0624 -1.3452 0.03 -0.01 -0.10
H 4.9048 -6.2785 -2.3776 -0.05 -0.01 0.04
H 1.6420 -4.9177 -2.8883 0.04 0.09 0.01
```
Forces are in eV/Å.

Properties
**Multiplicity**: 1
**HOMO level**: -4.84 eV
**Total charge**: -1
**Max |F|**: 7.2 eV Å⁻¹
**Electronic energy**: -154793.706 eV